This record from the Open Molecules 2025 dataset describes a cluster of 40 separate species, H80O40 in total in a non-equilibrium geometry. The level of theory is ωB97M-V/def2-TZVPD.

As for the highest occupied orbital energy: -10.083 eV. The calculation puts the energy at -3057.3357 a.u. Its strongest force on any atom is 0.07388 hartree/bohr. The value obtained for the LUMO energy is -0.7 eV. As for the relative energy (zero: lowest compared OMol25 entry of this formula, charge and spin): 264.61 kcal/mol.

Each line ends with the Löwdin charge.
Geometry (Å):
H 2.00670 -2.76066 -4.21557  0.017
H 1.30116 -1.31414 -4.40516  -0.027
O 1.20198 -2.25403 -4.27602  -0.060
H -4.45528 1.39821 3.61359  -0.003
H -3.68236 2.17897 4.66074  0.043
O -4.08733 1.31280 4.48081  -0.039
H 1.66614 1.37750 0.57544  0.024
H 2.08328 0.88665 1.84179  -0.014
O 1.40931 0.67274 1.22173  -0.024
H -0.56627 6.71325 1.28903  0.036
H -1.71681 5.99832 2.02312  0.077
O -0.88678 5.84624 1.48608  -0.068
H 1.40206 5.53453 -1.92558  0.036
H -0.04303 5.23048 -1.38051  0.003
O 0.58459 5.92819 -1.57185  -0.055
H -0.32044 0.36416 -3.26439  0.058
O 0.35551 -0.29972 -2.86892  -0.118
H 4.47616 -1.78910 -3.37072  -0.010
O 3.91323 -2.41884 -3.79189  -0.053
H -0.42440 3.03848 -0.79078  0.038
H -1.52759 2.22505 -1.37617  0.055
O -0.79535 2.80453 -1.66401  -0.070
H -2.53302 0.33058 2.15140  0.066
H -3.70289 -0.40941 2.87547  0.031
O -3.42056 -0.07095 2.00836  -0.082
H 1.09455 4.03519 1.69939  0.079
H -0.44076 3.87254 1.50728  0.040
O 0.44577 3.37559 1.31800  -0.098
H -2.50194 -3.79848 -1.73376  0.011
H -3.65507 -4.65473 -1.45252  0.080
O -3.45948 -3.79438 -1.87540  -0.070
H 5.96257 -1.37666 -2.06062  0.069
O 6.13293 -0.55897 -1.50857  -0.081
H 1.96615 -5.54190 -1.00064  0.042
H 2.46476 -5.70808 0.42398  0.024
O 1.72980 -5.94397 -0.13543  -0.050
H -2.75079 -1.35889 5.08978  0.017
H -2.88298 -2.80584 4.64803  0.040
O -2.70207 -1.92071 4.32797  -0.039
H -3.90379 1.50090 -2.40818  -0.011
H -4.88460 2.41322 -2.64417  0.098
O -4.19803 2.26530 -1.90824  -0.068
H 2.74525 -3.54071 3.17683  0.054
H 2.87534 -2.06982 2.66282  0.007
O 2.65597 -2.60401 3.42697  -0.055
H 5.23716 -1.29769 -0.25263  -0.002
H 3.92052 -1.63541 0.55819  -0.016
O 4.85480 -1.79257 0.52341  -0.064
H 2.60104 0.35420 -4.87507  0.076
H 2.79299 -0.46374 -6.14329  0.054
O 2.08048 -0.05383 -5.65350  -0.056
H -1.30471 3.80448 -4.35271  0.001
O -0.63824 4.20075 -3.78906  -0.098
H -4.02732 -1.26809 -3.38759  0.057
H -5.05707 -1.55584 -2.26950  0.081
O -4.41412 -0.87436 -2.58419  -0.066
H -5.28513 0.49274 1.23643  0.081
O -5.57565 1.47095 1.05171  -0.099
H 0.67147 -2.01016 6.04377  0.028
H 0.66501 -1.26137 4.92587  0.063
O -0.04277 -1.58522 5.56116  -0.076
H 1.65299 2.39259 -2.38242  0.084
H 1.08521 2.29701 -0.94933  -0.020
O 1.77219 2.73596 -1.44914  -0.054
H -3.44749 -4.12927 1.28031  0.059
H -3.33887 -2.84569 0.51956  0.022
O -2.88105 -3.74142 0.61314  -0.096
H -1.70560 1.78954 -4.65669  0.040
H -1.97816 0.08183 -4.64879  0.068
O -1.73180 0.92573 -4.27854  -0.011
H 1.73155 -1.15180 0.39991  0.028
H 0.86802 -0.97252 -0.78522  -0.004
O 1.61617 -1.50890 -0.49861  -0.064
H -0.74322 -3.61499 -0.81583  0.019
H 0.61505 -3.84223 -1.51849  0.040
O -0.26327 -4.18806 -1.40984  -0.032
H 3.36003 2.58493 3.83782  0.044
H 3.02896 1.84510 2.34318  0.031
O 2.71338 2.24170 3.23105  -0.068
H 3.09778 -0.10038 -3.13078  0.058
H 2.86250 -0.84933 -1.81434  0.074
O 3.64380 -0.48265 -2.37931  -0.128
H -1.42514 3.25313 2.98990  0.034
H -2.85946 3.66827 2.71053  0.042
O -2.00470 4.00413 2.93302  -0.022
H -0.43896 -3.17328 0.70523  -0.033
H -1.39196 -1.89428 0.89837  -0.002
O -0.61563 -2.37103 1.11267  -0.007
H 4.99897 -1.92836 4.21729  0.038
O 4.61165 -1.13808 3.84721  -0.059
H -0.55529 1.10167 5.56049  0.018
H 0.14407 2.63185 4.94642  0.010
O -0.44757 1.95732 5.18577  -0.026
H -0.50670 3.54734 -3.01257  -0.004
H 0.07969 -1.15968 -3.30925  0.064
H -5.39414 1.61052 0.12043  -0.005
H 3.38877 -2.66398 -3.02807  0.035
H 5.53778 -0.02376 -2.09939  0.055
H 4.92037 -1.16115 2.94683  0.002
O -2.48468 2.28264 0.91894  -0.030
H -3.35889 1.94135 0.76703  0.010
H -2.38643 3.06180 1.46960  -0.010
O -1.40931 -4.78384 2.81131  -0.079
H -0.49604 -5.14047 2.78471  0.044
H -1.47064 -4.26712 1.98251  -0.013
O 3.86754 1.89429 0.52964  -0.038
H 4.61436 2.43878 0.29438  0.059
H 3.06120 2.42557 0.57615  0.004
O -3.55530 -1.53928 -0.26610  -0.096
H -3.10617 -0.70870 -0.52476  0.045
H -3.56784 -2.00648 -1.12104  0.007
O -1.08252 -0.08022 -0.43715  -0.050
H -0.77274 -0.09275 -1.35662  0.013
H -0.63662 0.51035 0.18998  0.043
O -1.28854 -5.90708 -2.82364  -0.057
H -1.58125 -5.13875 -3.26884  -0.005
H -0.57580 -5.75081 -2.20697  -0.003
O 3.59520 5.26640 0.38322  -0.065
H 4.22080 5.11405 -0.32345  0.025
H 3.00372 5.91827 -0.08390  0.056

=====

This record from the Open Molecules 2025 dataset describes an isolated molecule of C4H8O. The level of theory is ωB97M-V/def2-TZVPD.

As for the highest occupied orbital energy: -10.125 eV. Its structure (SMILES) is CC1(C)CO1. The calculation puts the energy at -232.4064 a.u. Its strongest force on any atom is 0.00762 hartree/bohr. The value obtained for the LUMO energy is 1.0 eV. As for the relative energy (zero: lowest compared OMol25 entry of this formula, charge and spin): 24.61 kcal/mol.

Each line ends with the Löwdin charge.
Geometry (Å):
C 0.41308 1.43084 0.11295  -0.017
C 0.04512 -0.00414 -0.18845  -0.560
C -1.28039 -0.47406 0.36486  -0.026
C 1.03299 -1.06192 -0.40150  -0.107
O 0.27742 -0.53738 -1.49033  -0.031
H 0.49846 1.53730 1.20122  0.087
H 1.36095 1.73777 -0.33884  0.086
H -0.37143 2.12048 -0.22156  0.084
H -1.26671 -0.51816 1.45864  0.088
H -1.47632 -1.47508 -0.02987  0.087
H -2.09360 0.18384 0.04290  0.086
H 2.10307 -0.89213 -0.48949  0.115
H 0.75736 -2.04736 -0.02053  0.112

=====

This record from the Open Molecules 2025 dataset describes an isolated molecule of C2H7N2 in a non-equilibrium geometry. The level of theory is ωB97M-V/def2-TZVPD.

As for the highest occupied orbital energy (spin up / spin down): -2.818 / -7.055 eV. The calculation puts the energy at -189.7207 a.u. Its strongest force on any atom is 0.08559 hartree/bohr. The value obtained for the LUMO energy (spin up / spin down) is 0.5 / 0.4 eV. Its spin multiplicity is 2. As for the relative energy (zero: lowest compared OMol25 entry of this formula, charge and spin): 70.85 kcal/mol.

Each line ends with the Löwdin charge.
Geometry (Å):
C 0.16575 0.08386 -0.64089  -0.269
C -0.64070 0.19977 0.42594  -0.439
N -2.01310 0.10399 0.44362  -0.024
N 1.70478 -0.09896 -0.23231  0.067
H -0.00498 0.32875 -1.71388  0.057
H -0.09651 0.21006 1.36531  0.058
H -2.48041 -0.00097 1.36449  0.078
H -2.49256 -0.25808 -0.39263  0.067
H 1.52968 -0.70091 0.58140  0.115
H 2.25134 0.81238 -0.16138  0.142
H 2.07672 -0.67990 -1.03966  0.149

=====

This record from the Open Molecules 2025 dataset describes a structure of composition C15H14N2O2PbS2 in a non-equilibrium geometry. The level of theory is ωB97M-V/def2-TZVPD.

As for the highest occupied orbital energy (spin up / spin down): -7.173 / -7.427 eV. The calculation puts the energy at -1829.0343 a.u. Its strongest force on any atom is 0.05665 hartree/bohr. The value obtained for the LUMO energy (spin up / spin down) is -1.0 / -2.4 eV.

Each line ends with the Löwdin charge.
Geometry (Å):
C 0.96802 -1.57746 -2.08305  -0.121
C -0.43447 -1.42172 -2.29820  -0.064
C -1.12738 -2.05948 -1.22838  -0.127
C -0.15526 -2.61697 -0.34229  -0.201
C 1.14878 -2.32653 -0.88131  -0.189
Pb 0.54167 -0.00449 1.04191  1.386
C -1.15392 1.99586 -1.03516  0.009
C 0.22934 2.28381 -1.04437  -0.639
C 0.90888 2.61664 -2.24745  0.051
N 0.92972 2.13226 0.11835  -0.166
H -2.20578 -2.10155 -1.09756  0.100
H -0.89550 -0.91783 -3.14162  0.111
H -0.36592 -3.18188 0.56599  0.102
H 2.10441 -2.59068 -0.42409  0.101
H 1.75725 -1.21712 -2.74248  0.099
H -1.79300 2.19594 -1.89568  0.051
H 1.91085 2.38261 0.03606  0.025
H -1.63494 1.73131 -0.09636  0.003
H 0.31207 2.66200 -3.15431  0.042
H 1.98625 2.77394 -2.30094  0.049
O 1.97540 2.08160 4.60395  -0.269
S 1.53430 0.76008 4.24177  0.643
O 2.47921 -0.17416 3.65654  -0.330
N 0.24011 0.86104 3.16833  -0.330
C -0.93632 0.30757 3.57867  -0.851
S -2.10606 0.00940 2.40748  0.629
C -0.84650 -0.12719 4.95235  -0.222
C -1.80466 -0.78155 5.72650  -0.008
C -1.45638 -1.21534 7.00034  -0.053
C -0.16492 -0.99042 7.50866  -0.048
C 0.81455 -0.37330 6.71783  -0.031
C 0.45937 0.04280 5.44784  -0.215
H -2.78890 -0.92566 5.29221  0.114
H -2.19317 -1.73134 7.60644  0.109
H 0.08823 -1.31793 8.51994  0.112
H 1.83766 -0.21056 7.05429  0.126